(1)
Computed, not measured: C14H23N4O2PPdS3 as an isolated structure, with ωB97M-V/def2-TZVPD.

Gap between HOMO and LUMO (alpha / beta), eV: 5.337 / 7.264
Spin multiplicity: 2
HOMO energy (alpha / beta), eV: -2.35 / -4.28
Expectation value of S²: 0.77
Total charge: -1
Energy relative to the best compared isomer or geometry (same formula, charge and spin), kcal per mole: 0.00

Each line ends with the Löwdin charge.
Cartesian coordinates (Å):
Pd: 0.307 -0.280 -1.266  0.464
C: 3.796 4.420 -2.736  -0.106
C: 4.058 3.545 -1.516  -0.281
N: 3.848 2.138 -1.786  -0.058
C: 2.601 1.567 -1.671  -0.813
S: 2.547 -0.186 -1.743  0.511
N: 1.578 2.355 -1.552  0.000
N: 0.396 1.671 -1.430  -0.171
C: -0.768 2.321 -1.437  -0.300
C: -0.829 3.813 -1.547  -0.046
C: -1.918 1.514 -1.305  -0.241
C: -3.245 2.006 -1.206  -0.054
C: -4.293 1.139 -1.086  -0.115
C: -4.052 -0.254 -1.056  -0.106
C: -2.746 -0.685 -1.136  -0.177
N: -1.707 0.140 -1.263  -0.055
H: 3.947 5.475 -2.495  0.062
H: 2.768 4.282 -3.068  0.056
H: 4.464 4.150 -3.556  0.065
H: 3.398 3.856 -0.701  0.103
H: 5.090 3.669 -1.179  0.105
H: 4.610 1.504 -1.629  0.091
H: 0.091 4.184 -1.992  0.053
H: -0.934 4.281 -0.563  0.082
H: -1.675 4.126 -2.160  0.066
H: -3.415 3.075 -1.214  0.092
H: -5.304 1.522 -1.007  0.089
H: -4.854 -0.972 -0.964  0.081
H: -2.496 -1.738 -1.095  0.072
C: 1.667 -5.134 3.203  -0.085
C: 1.679 -4.170 2.038  -0.337
O: 0.342 -3.728 1.817  -0.362
P: 0.053 -2.324 1.052  -0.183
S: 1.068 -0.877 1.879  0.217
S: 0.254 -2.661 -0.917  0.239
O: -1.526 -2.235 1.302  -0.372
C: -2.060 -1.875 2.583  -0.305
C: -2.890 -3.024 3.112  -0.081
H: 2.672 -5.525 3.376  0.070
H: 0.998 -5.972 3.005  0.071
H: 1.331 -4.627 4.108  0.074
H: 2.041 -4.654 1.127  0.110
H: 2.312 -3.305 2.248  0.070
H: -2.666 -0.980 2.426  0.117
H: -1.246 -1.617 3.262  0.072
H: -3.705 -3.257 2.425  0.073
H: -3.317 -2.763 4.083  0.071
H: -2.269 -3.912 3.228  0.070



(2)
Computed, not measured: a 6-piece molecular cluster, C14H23N7O4 overall at a distorted geometry, with ωB97M-V/def2-TZVPD.

Gap between HOMO and LUMO (alpha / beta), eV: 6.624 / 2.949
Spin multiplicity: 2
HOMO energy (alpha / beta), eV: -10.94 / -10.94
Expectation value of S²: 0.76
Total charge: +1

Each line ends with the Löwdin charge.
Cartesian coordinates (Å):
C: -25.832 23.578 24.260  -0.772
O: -25.559 23.568 23.062  0.012
N: -27.036 23.369 24.691  0.154
N: -25.020 23.549 25.285  0.161
H: -27.108 23.193 25.683  0.105
H: -27.828 23.296 24.069  0.128
H: -24.106 23.970 25.202  0.064
H: -25.449 23.331 26.173  0.108
C: -22.350 21.993 17.221  -0.807
O: -21.511 21.350 16.602  0.006
N: -23.376 22.482 16.688  0.176
N: -22.260 22.228 18.526  0.154
H: -23.520 22.324 15.701  0.135
H: -23.947 23.159 17.174  0.122
H: -21.389 22.192 19.037  0.056
H: -22.934 22.859 18.934  0.100
C: -14.604 24.880 22.687  0.013
C: -13.484 25.312 22.147  0.081
C: -12.940 24.716 20.940  -0.225
C: -13.652 23.671 20.352  0.074
C: -14.883 23.241 20.972  0.084
C: -15.299 23.875 22.125  -0.267
O: -16.485 23.541 22.682  0.175
O: -11.882 25.203 20.308  0.195
H: -14.990 25.348 23.580  0.161
H: -13.089 26.235 22.545  0.151
H: -13.294 23.207 19.446  0.136
H: -15.496 22.550 20.413  0.137
H: -16.738 22.698 22.298  0.134
H: -11.586 24.453 19.787  0.139
C: -17.185 23.771 17.146  -0.047
C: -18.309 23.414 18.031  -0.243
N: -19.144 23.095 18.741  0.163
H: -17.360 24.805 16.849  0.090
H: -17.125 23.055 16.327  0.094
H: -16.244 23.661 17.684  0.059
C: -22.996 26.422 25.673  -0.116
C: -23.589 27.780 25.987  -0.221
N: -24.084 28.864 26.211  0.097
H: -23.426 26.042 24.746  0.035
H: -23.462 25.685 26.327  0.056
H: -21.915 26.297 25.609  0.063
C: -20.364 24.082 21.680  -0.063
C: -21.216 24.263 22.845  -0.249
N: -21.922 24.372 23.720  0.178
H: -20.386 25.090 21.268  0.093
H: -20.669 23.263 21.028  0.058
H: -19.374 23.845 22.070  0.060



(3)
Computed, not measured: one molecule with the formula C14H23NO4, with ωB97M-V/def2-TZVPD.

Gap between HOMO and LUMO, eV: 8.773
HOMO energy, eV: -8.05
Energy relative to the best compared isomer or geometry (same formula, charge and spin), kcal per mole: 75.40
Structure (SMILES): COc1cccc(OCCOCCN(C)CCO)c1

Each line ends with the Löwdin charge.
Cartesian coordinates (Å):
C: -3.383 -1.952 -1.919  -0.088
H: -3.456 -1.171 -2.683  0.097
O: -3.989 -1.557 -0.714  -0.081
C: -3.476 -0.486 -0.042  -0.274
C: -4.102 -0.168 1.161  -0.024
C: -3.644 0.897 1.910  -0.081
C: -2.566 1.648 1.484  -0.023
C: -1.936 1.335 0.281  -0.279
C: -2.397 0.270 -0.487  0.030
H: -1.916 0.034 -1.421  0.099
O: -0.874 2.116 -0.053  -0.057
C: -0.140 1.818 -1.227  -0.162
C: 1.152 2.654 -1.212  -0.165
O: 2.319 1.885 -1.062  -0.140
C: 2.667 1.522 0.255  -0.190
C: 1.758 0.492 0.940  -0.170
N: 1.392 -0.629 0.088  -0.224
C: 0.484 -1.525 0.775  -0.084
H: -0.426 -0.981 1.030  0.076
H: 0.222 -2.347 0.111  0.087
H: 0.897 -1.944 1.705  0.084
C: 2.495 -1.303 -0.565  -0.173
H: 3.015 -0.568 -1.181  0.120
C: 3.530 -2.004 0.332  -0.237
O: 4.421 -1.052 0.878  -0.073
H: 5.090 -1.507 1.399  0.091
H: 4.084 -2.727 -0.284  0.116
H: 3.022 -2.558 1.134  0.109
H: 2.060 -2.059 -1.226  0.121
H: 2.283 0.164 1.853  0.127
H: 0.826 0.974 1.245  0.113
H: 3.678 1.119 0.175  0.108
H: 2.696 2.416 0.896  0.129
H: 1.071 3.404 -0.414  0.131
H: 1.274 3.167 -2.169  0.125
H: 0.146 0.760 -1.250  0.114
H: -0.747 2.060 -2.109  0.132
H: -2.194 2.478 2.063  0.114
H: -4.131 1.144 2.842  0.105
H: -4.938 -0.767 1.483  0.113
H: -2.332 -2.221 -1.773  0.091
H: -3.936 -2.829 -2.252  0.093



(4)
Computed, not measured: C14H24BF4IN4O3RhS as an isolated structure at a distorted geometry, with ωB97M-V/def2-TZVPD.

Gap between HOMO and LUMO (alpha / beta), eV: 6.516 / 6.394
HOMO energy (alpha / beta), eV: -11.60 / -11.56
Total charge: +1

Each line ends with the Löwdin charge.
Cartesian coordinates (Å):
Rh: 1.134 -1.183 -0.360  0.600
C: 0.338 -3.760 -4.227  -0.003
N: -0.462 -2.583 -3.964  -0.116
C: -1.076 -1.973 -5.122  -0.015
C: -0.492 -2.065 -2.748  -0.406
O: 0.070 -2.602 -1.775  -0.054
C: -1.254 -0.755 -2.527  -0.082
O: -1.157 -0.327 -1.181  -0.200
C: -2.252 -0.563 -0.321  -0.083
C: -1.804 -1.314 0.939  -0.378
O: -0.645 -1.731 1.027  -0.057
N: -2.680 -1.515 1.919  -0.133
C: -2.263 -2.272 3.086  -0.008
C: -4.006 -0.952 2.019  -0.021
H: -0.308 -4.594 -4.504  0.104
H: 0.904 -4.028 -3.338  0.095
H: 1.021 -3.554 -5.049  0.108
H: -1.044 -2.687 -5.939  0.100
H: -0.520 -1.081 -5.420  0.097
H: -2.115 -1.701 -4.941  0.096
H: -2.295 -0.855 -2.845  0.138
H: -0.765 0.023 -3.124  0.140
H: -3.030 -1.145 -0.827  0.149
H: -2.657 0.416 -0.031  0.145
H: -1.327 -2.780 2.862  0.095
H: -3.026 -3.010 3.334  0.101
H: -2.119 -1.610 3.940  0.101
H: -4.324 -0.477 1.098  0.085
H: -4.026 -0.215 2.826  0.105
H: -4.718 -1.739 2.272  0.103
F: 1.947 1.530 -2.834  0.094
B: 2.117 0.342 -3.486  -1.309
F: 3.283 0.235 -4.135  0.212
F: 1.037 0.052 -4.284  0.146
F: 2.087 -0.706 -2.411  -0.049
I: 3.007 -2.017 1.171  0.259
C: 4.152 4.370 2.574  0.012
C: 2.908 3.568 2.558  -0.235
C: 1.993 3.515 3.587  0.065
C: 0.855 2.697 3.445  -0.275
N: 0.658 1.969 2.357  0.136
C: 1.536 2.022 1.374  -0.697
S: 1.353 1.237 -0.124  0.822
N: 2.650 2.820 1.468  0.131
C: -0.181 2.621 4.502  -0.006
H: 4.162 5.047 3.422  0.096
H: 4.256 4.946 1.654  0.104
H: 5.012 3.704 2.648  0.110
H: 2.141 4.096 4.482  0.130
H: 3.276 2.837 0.665  0.165
H: -0.014 3.361 5.279  0.087
H: -0.171 1.626 4.949  0.100
H: -1.164 2.760 4.058  0.095